Formula: C4H11N3O2
Source: the OMol25 dataset
Level of theory: ωB97M-V with the def2-TZVPD basis set

Last column: Mulliken charge in e.
CARTESIAN COORDINATES (ANGSTROEM)
C (1.431, -1.175, 1.932)  -1.23
N (0.612, -0.292, 1.125)  -0.51
C (-0.348, 0.315, 1.711)  0.66
N (-0.686, 0.261, 3.040)  -0.42
N (-1.242, 1.095, 0.946)  -0.61
H (0.817, -1.940, 2.433)  0.40
H (1.921, -0.672, 2.780)  0.33
H (2.202, -1.582, 1.287)  0.30
H (-0.044, -0.234, 3.628)  0.21
H (-1.560, 0.713, 3.215)  0.24
H (-1.232, 0.685, 0.032)  0.31
H (-1.020, 2.085, 1.014)  0.23
C (-0.170, 0.085, -3.896)  -0.91
C (-0.273, 0.328, -2.386)  0.77
O (-1.100, 0.959, -1.794)  -0.65
O (0.618, -0.474, -1.734)  -0.46
H (0.114, 1.002, -4.391)  0.28
H (-1.217, -0.106, -4.142)  0.27
H (0.476, -0.771, -4.028)  0.28
H (0.698, -0.281, -0.773)  0.51

## Properties
* SMILES: CN=C(N)N.CC(=O)O
* Kohn-Sham gap: 9.9632 eV
* total charge: 0

***

Formula: C4H11N3O2
Source: the OMol25 dataset
Level of theory: ωB97M-V with the def2-TZVPD basis set

Last column: Mulliken charge in e.
CARTESIAN COORDINATES (ANGSTROEM)
C (-0.280, 2.139, -0.826)  -1.11
C (0.384, 1.158, 0.130)  -0.23
N (-0.173, -0.132, -0.060)  0.10
C (0.527, -1.310, 0.451)  -0.35
C (1.959, -1.431, -0.172)  -1.16
N (-1.551, -0.139, 0.224)  0.39
O (-1.832, -0.147, 1.614)  -0.48
N (-2.356, -1.052, -0.406)  -0.20
O (-1.987, -1.412, -1.475)  -0.36
H (-1.381, 1.864, -0.767)  0.30
H (-0.171, 3.217, -0.530)  0.34
H (0.012, 1.995, -1.872)  0.30
H (1.469, 1.110, -0.100)  0.24
H (0.334, 1.463, 1.200)  0.28
H (-0.115, -2.182, 0.201)  0.38
H (0.646, -1.284, 1.551)  0.27
H (2.424, -2.435, 0.094)  0.36
H (1.933, -1.343, -1.294)  0.30
H (2.639, -0.645, 0.216)  0.31
H (-2.483, 0.564, 1.821)  0.33

## Properties
* SMILES: CCN(CC)N(O)N=O
* Kohn-Sham gap: 9.8767 eV
* total charge: 0

***

Formula: C4H11N3S
Source: the OMol25 dataset
Level of theory: ωB97M-V with the def2-TZVPD basis set

Last column: Mulliken charge in e.
CARTESIAN COORDINATES (ANGSTROEM)
N (-1.052, 1.349, -2.274)  -0.66
C (-0.567, 2.188, -1.136)  -0.71
C (0.442, 1.466, -0.254)  -0.47
N (-0.078, 0.343, 0.521)  -0.12
N (-0.569, -0.753, -0.137)  -0.30
C (-0.479, -1.898, 0.361)  -0.18
C (0.151, -2.163, 1.701)  -0.79
S (1.852, -2.701, 1.595)  -0.15
H (-1.432, 0.441, -1.855)  0.35
H (-0.263, 1.133, -2.878)  0.25
H (-0.157, 3.173, -1.522)  0.33
H (-1.438, 2.511, -0.519)  0.33
H (1.248, 1.245, -0.914)  0.30
H (0.829, 2.156, 0.510)  0.36
H (0.700, 0.118, 1.105)  0.18
H (-1.042, -2.674, -0.142)  0.43
H (-0.311, -3.087, 2.059)  0.30
H (-0.158, -1.382, 2.381)  0.42
H (2.322, -1.466, 1.397)  0.10

## Properties
* SMILES: NCCN/N=C\CS
* Kohn-Sham gap: 9.4743 eV
* total charge: 0

***

Formula: C4H11N3S
Source: the OMol25 dataset
Level of theory: ωB97M-V with the def2-TZVPD basis set

Last column: Mulliken charge in e.
CARTESIAN COORDINATES (ANGSTROEM)
H (-0.125, -1.188, 2.094)  0.26
N (-1.104, -1.408, 1.949)  -0.73
C (-1.561, -0.625, 1.046)  0.10
N (-0.860, 0.343, 0.291)  0.18
C (-1.616, 1.288, -0.460)  -0.98
N (0.444, 0.610, 0.640)  -0.44
C (1.409, 0.527, -0.439)  -0.43
C (1.346, -0.847, -1.091)  -0.62
S (2.379, -2.209, -0.401)  -0.21
H (-2.576, -0.596, 0.780)  0.35
H (-1.054, 1.844, -1.216)  0.31
H (-2.025, 2.044, 0.240)  0.33
H (-2.409, 0.710, -0.959)  0.30
H (0.449, 1.500, 1.236)  0.22
H (2.433, 0.802, -0.162)  0.34
H (1.104, 1.236, -1.205)  0.23
H (0.274, -1.121, -1.076)  0.30
H (1.718, -0.744, -2.076)  0.39
H (1.775, -2.168, 0.808)  0.11

## Properties
* SMILES: [H]/N=C\N(C)NCCS
* Kohn-Sham gap: 9.4863 eV
* total charge: 0

***

Formula: C4H11N3S
Source: the OMol25 dataset
Level of theory: ωB97M-V with the def2-TZVPD basis set

Last column: Mulliken charge in e.
CARTESIAN COORDINATES (ANGSTROEM)
H (0.487, 1.835, 0.689)  0.45
N (-0.634, 2.088, 0.556)  -0.67
C (-0.916, 1.051, -0.189)  0.31
C (-2.465, 0.816, -0.492)  -0.66
S (-3.097, -0.875, -0.029)  -0.25
N (0.008, 0.119, -0.751)  -0.28
N (1.191, 0.120, -0.043)  -0.16
C (1.083, -0.633, 1.240)  -0.85
C (2.217, -0.433, -0.899)  -0.74
H (-2.596, 0.592, -1.645)  0.28
H (-3.121, 1.604, -0.171)  0.39
H (-2.409, -0.905, 1.390)  0.14
H (-0.419, -0.837, -0.755)  0.38
H (2.070, -0.774, 1.749)  0.32
H (0.857, -1.720, 0.953)  0.33
H (0.267, -0.186, 1.888)  0.26
H (1.643, -1.385, -1.476)  0.27
H (3.263, -0.799, -0.375)  0.23
H (2.573, 0.322, -1.643)  0.28

## Properties
* SMILES: [H]/N=C(/CS)NN(C)C
* Kohn-Sham gap: 9.7317 eV
* total charge: 0

***

Formula: C4H11N3S
Source: the OMol25 dataset
Level of theory: ωB97M-V with the def2-TZVPD basis set

Last column: Mulliken charge in e.
CARTESIAN COORDINATES (ANGSTROEM)
C (-1.664, -0.040, -0.006)  -0.50
C (0.539, 0.407, -1.030)  -0.86
C (-0.578, -0.545, -0.990)  -0.01
C (-0.011, -1.849, -0.427)  -1.23
N (1.038, 2.392, 0.642)  -0.55
N (2.294, 0.343, 1.330)  -0.67
N (-1.308, 0.061, 1.375)  -0.67
S (1.027, 0.955, 0.769)  0.61
H (-2.000, 0.921, -0.468)  0.38
H (-2.575, -0.709, -0.052)  0.41
H (1.508, 0.205, -1.431)  0.46
H (0.137, 1.496, -1.340)  0.34
H (-0.970, -0.630, -1.951)  0.47
H (-0.877, -2.536, -0.355)  0.35
H (0.304, -1.513, 0.543)  0.27
H (0.807, -2.298, -0.967)  0.39
H (1.690, 3.045, 1.046)  0.28
H (2.383, -0.625, 1.543)  0.26
H (-1.744, 0.919, 1.769)  0.26

## Properties
* Kohn-Sham gap (alpha / beta): 7.4692 / 8.4584 eV
* total charge: 0

***

Formula: C4H11N4
Source: the OMol25 dataset
Level of theory: ωB97M-V with the def2-TZVPD basis set

Last column: Mulliken charge in e.
CARTESIAN COORDINATES (ANGSTROEM)
H (-3.719, -0.530, -0.055)  0.26
N (-3.019, 0.148, 0.150)  -0.54
C (-1.820, -0.083, 0.056)  0.14
C (-0.943, 1.124, 0.022)  -0.62
C (0.404, 0.714, -0.411)  -0.04
N (1.687, 1.196, 0.203)  -0.41
N (0.430, -0.576, 0.276)  0.14
N (1.620, -1.248, 0.072)  -0.79
C (-0.882, -1.211, -0.056)  -0.35
H (-1.456, 1.863, -0.664)  0.33
H (-0.928, 1.788, 0.918)  0.31
H (0.687, 0.782, -1.502)  0.34
H (2.379, 1.812, -0.183)  0.34
H (1.490, 1.593, 1.130)  0.36
H (2.380, 0.270, 0.321)  0.47
H (1.738, -1.923, -0.671)  0.25
H (1.827, -1.975, 0.712)  0.20
H (-1.078, -1.937, 0.777)  0.30
H (-0.799, -1.808, -1.095)  0.31

## Properties
* SMILES: [H]/N=C1/C[C@@H]([NH3+])N(N)C1
* Kohn-Sham gap: 10.2488 eV
* total charge: +1

***

Formula: C4H11N4O2
Source: the OMol25 dataset
Level of theory: ωB97M-V with the def2-TZVPD basis set

Last column: Mulliken charge in e.
CARTESIAN COORDINATES (ANGSTROEM)
C (-0.776, -0.593, 0.850)  0.55
C (1.800, 0.583, 0.574)  0.60
C (-0.818, 0.948, -1.142)  -1.03
C (-0.150, -0.240, -0.426)  0.00
N (-0.735, -1.806, 1.440)  -0.42
N (2.427, -0.418, 0.177)  -0.24
N (0.537, -1.316, -1.091)  -0.58
N (-1.022, 2.043, -0.207)  -0.52
O (-1.479, 0.261, 1.537)  -0.63
O (1.516, 1.504, 1.225)  -0.36
H (-1.813, 0.606, -1.556)  0.33
H (-0.413, 1.081, -2.072)  0.50
H (-0.476, -2.710, 0.988)  0.26
H (-1.442, -1.883, 2.179)  0.30
H (1.726, -1.104, -0.101)  0.39
H (3.425, -0.568, 0.262)  0.25
H (-0.078, -2.051, -1.481)  0.26
H (1.158, -0.822, -1.757)  0.33
H (-0.204, 2.459, 0.077)  0.21
H (-1.427, 1.267, 1.065)  0.54
H (-1.756, 2.762, -0.540)  0.28

## Properties
* Kohn-Sham gap: 8.8368 eV
* total charge: +1